Entry 1:
This record from the Open Molecules 2025 dataset describes a molecular structure, C25H43Cl2F3N3O6RuSi at a distorted geometry. The level of theory is wB97M-V/def2-TZVPD.

Values from the calculation:
**LUMO level (alpha / beta)**: 0.0211 / -0.0383 hartree
**E_HOMO (alpha / beta)**: -6.2 / -6.5 eV
**Spin multiplicity**: 6
**F_max**: 4.6 eV/A
**Orbital gap (alpha / beta)**: 6.78 / 5.41 eV
**Total energy**: -87033.9739 eV

Each line ends with the Mulliken spin population.
Positions of all 84 atoms, in Å:
C -2.088 -0.423 -3.944  -0.0026
C -1.252 -1.466 -3.277  0.0757
H -1.579 -0.026 -4.831  0.0008
H -2.285 0.411 -3.260  0.0027
H -3.047 -0.834 -4.298  0.0006
C -0.544 -2.388 -3.928  0.0024
C -0.501 -2.485 -5.417  0.0020
H 0.092 -3.100 -3.388  0.0022
H -0.158 -1.546 -5.879  0.0005
H -1.489 -2.722 -5.838  0.0013
H 0.194 -3.279 -5.711  -0.0001
Ru 0.573 1.409 0.651  3.4923
Cl 1.805 3.360 0.751  0.2215
C -0.326 -1.777 2.041  -0.0134
O 0.455 -0.981 1.481  0.0499
N 0.057 -2.638 3.000  0.0011
C 1.464 -2.724 3.350  0.0006
C -0.898 -3.579 3.573  0.0003
H -1.397 -1.846 1.769  -0.0004
H 1.850 -1.728 3.599  0.0001
H 2.057 -3.139 2.522  -0.0003
H 1.564 -3.378 4.219  0.0000
H -1.879 -3.092 3.643  0.0001
H -0.566 -3.878 4.571  0.0000
H -0.998 -4.475 2.945  -0.0001
H 1.315 2.864 6.038  0.0002
H -0.341 4.386 5.791  -0.0003
C 1.328 2.454 5.028  0.0028
C -0.374 4.299 4.704  -0.0001
N 0.206 3.024 4.304  0.0106
H 1.237 1.361 5.045  -0.0005
C -0.025 2.527 3.102  0.0334
O 0.659 1.531 2.696  0.0836
H -1.413 4.332 4.355  0.0006
H -0.790 3.003 2.471  -0.0080
H 2.282 2.686 4.531  0.0011
H 0.154 5.145 4.237  0.0009
H 2.096 0.311 -3.330  0.0003
H 2.725 -2.575 -2.915  0.0004
C 3.026 0.268 -2.749  0.0071
C 3.460 -2.110 -2.246  0.0015
N 2.979 -0.820 -1.775  0.0189
H 3.185 1.227 -2.249  -0.0031
C 2.579 -0.601 -0.526  0.0175
O 2.312 0.568 -0.120  0.0580
H 3.648 -2.771 -1.394  0.0003
H 2.513 -1.465 0.167  0.0093
H 3.848 0.048 -3.434  0.0008
H 4.383 -1.955 -2.814  0.0000
O -0.033 -0.512 -1.578  0.6862
C -1.063 -1.316 -1.766  -0.0578
C 0.395 -3.154 -0.840  -0.0155
C -0.888 -2.638 -0.989  0.0107
H 1.225 -2.559 -1.240  -0.0029
C 0.578 -4.376 -0.190  -0.0012
H -1.978 -0.841 -1.369  0.0535
C -1.987 -3.294 -0.444  0.0044
H 1.594 -4.775 -0.090  0.0000
C -0.531 -5.054 0.327  -0.0008
C -1.816 -4.521 0.196  0.0010
H -2.963 -2.818 -0.538  0.0000
H -0.383 -6.014 0.834  0.0000
H -2.687 -5.048 0.595  -0.0001
Si -0.106 4.040 -1.631  0.0044
Cl 0.186 1.904 -1.536  0.1118
C 1.469 5.047 -1.792  0.0060
C -1.224 4.498 -0.208  0.0253
C -1.028 4.339 -3.248  0.0058
H 2.351 4.437 -2.029  -0.0015
H 1.677 5.617 -0.876  0.0001
H 1.318 5.779 -2.600  0.0010
H -0.386 4.138 -4.117  0.0023
H -1.312 5.404 -3.268  -0.0006
H -1.935 3.727 -3.329  -0.0010
H -1.734 3.624 0.232  -0.0163
H -1.985 5.189 -0.613  -0.0001
H -0.662 5.027 0.573  0.0024
F -3.624 -0.688 2.849  0.0010
C -2.800 0.363 2.622  0.0066
F -3.465 1.511 2.933  0.0004
F -1.753 0.254 3.507  0.0014
C -2.299 0.386 1.134  0.0296
O -2.761 -0.446 0.355  0.0364
O -1.485 1.355 0.871  0.0351


Entry 2:
This record from the Open Molecules 2025 dataset describes C17H15N3O2S2 in the gas phase at a distorted geometry. The level of theory is wB97M-V/def2-TZVPD.

Values from the calculation:
**SMILES**: C=CCSc1nnc(NC(=O)COc2ccc3ccccc3c2)s1
**LUMO level**: 0.0141 hartree
**E_HOMO**: -8.2 eV
**F_max**: 1.9 eV/A
**Orbital gap**: 8.58 eV
**Total energy**: -48107.1084 eV

Each line ends with the natural charge from an NBO analysis.
Positions of all 39 atoms, in Å:
C 3.680 3.023 0.080  -0.3679
C 3.419 2.245 -0.954  -0.1963
C 2.044 1.904 -1.404  -0.5361
H 1.279 2.278 -0.727  0.2359
H 1.849 2.264 -2.415  0.2432
S 1.849 0.076 -1.473  0.3116
C 0.195 0.022 -1.933  -0.1375
N -0.542 1.053 -2.186  -0.3091
N -1.802 0.757 -2.450  -0.2603
C -2.083 -0.494 -2.397  0.2149
N -3.313 -1.039 -2.669  -0.6480
C -4.049 -1.875 -1.867  0.6728
O -5.078 -2.365 -2.252  -0.5607
C -3.475 -2.097 -0.466  -0.1691
O -3.204 -0.838 0.104  -0.5000
C -2.002 -0.566 0.699  0.2937
C -1.067 -1.488 1.093  -0.2505
C 0.178 -1.066 1.608  -0.0848
C 1.185 -1.990 1.954  -0.1875
C 2.399 -1.560 2.412  -0.2057
C 2.659 -0.190 2.558  -0.2226
C 1.698 0.729 2.242  -0.1938
C 0.441 0.320 1.756  0.0018
C -0.566 1.240 1.393  -0.1865
C -1.751 0.814 0.874  -0.2472
H -2.517 1.506 0.562  0.2364
H -0.379 2.297 1.518  0.2130
H 1.890 1.786 2.359  0.2065
H 3.623 0.133 2.922  0.2145
H 3.168 -2.275 2.666  0.2141
H 0.983 -3.045 1.840  0.2077
H -1.241 -2.550 1.004  0.2094
H -2.584 -2.728 -0.546  0.2020
H -4.231 -2.622 0.129  0.2214
H -3.795 -0.690 -3.490  0.4300
S -0.660 -1.508 -2.044  0.3369
H 4.219 1.810 -1.538  0.2046
H 4.688 3.263 0.369  0.2038
H 2.893 3.465 0.667  0.1896


Entry 3:
This record from the Open Molecules 2025 dataset describes C4H6N2O in the gas phase at a distorted geometry. The level of theory is wB97M-V/def2-TZVPD.

Values from the calculation:
**SMILES**: Cc1cc(O)n[nH]1
**LUMO level**: 0.0343 hartree
**E_HOMO**: -8.6 eV
**F_max**: 2.8 eV/A
**Orbital gap**: 9.56 eV
**Total energy**: -9272.1913 eV

Each line ends with the natural charge from an NBO analysis.
Positions of all 13 atoms, in Å:
C -2.043 -0.289 0.065  -0.6493
C -0.583 -0.056 -0.128  0.1804
C 0.496 -0.902 -0.084  -0.4049
C 1.619 -0.089 0.025  0.4361
H -2.331 0.339 0.940  0.2302
H -2.089 -1.454 0.213  0.2355
H -2.727 -0.036 -0.741  0.2279
H 0.511 -1.952 -0.142  0.2284
H 3.435 0.370 -0.043  0.4952
H -0.478 2.127 -0.078  0.4066
N 1.347 1.196 0.016  -0.3602
N -0.034 1.205 -0.070  -0.3670
O 2.876 -0.459 0.027  -0.6589


Entry 4:
This record from the Open Molecules 2025 dataset describes 2 unconnected molecules or ions with the total composition C7H6N2O3 at a distorted geometry. The level of theory is wB97M-V/def2-TZVPD.

Values from the calculation:
**SMILES**: [O-][N+]#Cc1ccccc1.O=[NH+][O-]
**LUMO level**: 0.0083 hartree
**E_HOMO**: -9.0 eV
**F_max**: 4.2 eV/A
**Orbital gap**: 9.26 eV
**Total energy**: -16472.0534 eV

Each line ends with the natural charge from an NBO analysis.
Positions of all 18 atoms, in Å:
C -0.885 1.086 1.449  -0.1968
C -0.628 -0.310 1.463  -0.1748
C -0.991 1.639 0.221  -0.2017
C -0.237 -0.929 0.322  -0.1761
C -0.604 0.983 -0.989  -0.1628
C -0.269 -0.344 -0.910  -0.1467
C 0.188 -1.037 -2.036  0.1762
N 0.490 -1.137 -3.152  0.2150
N 2.794 -1.659 -1.731  0.3991
O 0.760 -1.600 -4.188  -0.4072
O 2.568 -2.279 -0.741  -0.3471
O 3.016 -0.496 -1.987  -0.3737
H -1.157 1.555 2.359  0.2187
H -0.585 -0.858 2.298  0.2043
H -1.399 2.627 0.051  0.2142
H 0.031 -1.887 0.456  0.2149
H -0.841 1.498 -1.913  0.2232
H 2.767 -2.116 -2.682  0.3212


Entry 5:
This record from the Open Molecules 2025 dataset describes a molecular structure, C37H41AsCrN5O3S2 at a distorted geometry. The level of theory is wB97M-V/def2-TZVPD.

Values from the calculation:
**LUMO level (alpha / beta)**: -0.0910 / -0.1056 hartree
**E_HOMO (alpha / beta)**: -8.0 / -10.3 eV
**Spin multiplicity**: 5
**Net charge**: +1
**F_max**: 1.1 eV/A
**Orbital gap (alpha / beta)**: 5.48 / 7.41 eV
**Total energy**: -163555.9946 eV

Each line ends with the Mulliken spin population.
Positions of all 90 atoms, in Å:
Cr -1.022 1.228 -0.382  3.1448
C 3.055 1.695 -1.529  0.0283
C 1.581 1.454 -1.473  0.1658
N 0.911 1.356 -0.319  0.0862
N 1.523 1.379 0.931  -0.0496
C 0.598 1.258 1.830  0.0434
O -0.697 1.201 1.540  0.0279
C 0.979 1.191 3.265  -0.0087
C -0.008 1.238 4.243  0.0234
C 0.335 1.169 5.589  -0.0109
C 1.666 1.050 5.961  0.0186
C 2.655 1.002 4.986  -0.0108
C 2.315 1.073 3.644  0.0202
C 0.758 1.288 -2.610  0.1714
C 1.233 1.281 -3.943  0.0720
C 0.374 1.031 -4.970  0.0498
C -0.999 0.792 -4.705  0.1246
C -1.425 0.837 -3.410  0.0016
N -0.599 1.081 -2.364  0.0943
H 3.440 1.845 -0.522  0.0058
H 3.283 2.583 -2.125  0.0046
H 3.588 0.852 -1.979  0.0020
H -1.042 1.341 3.939  0.0069
H -0.437 1.213 6.347  -0.0003
H 1.935 0.997 7.010  0.0014
H 3.695 0.910 5.274  -0.0004
H 3.079 1.038 2.878  0.0008
H 2.284 1.466 -4.128  0.0118
H 0.740 1.014 -5.989  0.0044
H -1.703 0.585 -5.498  0.0110
H -2.467 0.673 -3.157  0.0097
C -3.884 -2.232 -0.576  0.0030
As -3.920 -0.749 0.623  0.0072
C -2.870 -1.111 2.171  0.0069
C -5.722 -0.655 1.239  0.0000
S -3.486 1.070 -0.383  -0.0156
H -3.896 -3.170 -0.025  -0.0002
H -2.988 -2.147 -1.183  0.0017
H -4.772 -2.147 -1.198  -0.0003
H -3.104 -2.124 2.500  0.0001
H -3.171 -0.389 2.925  0.0000
H -1.817 -0.986 1.943  -0.0028
H -5.988 -1.600 1.710  0.0002
H -6.372 -0.462 0.391  -0.0010
H -5.803 0.157 1.955  0.0003
N -2.126 8.106 -1.791  0.0004
C -1.273 7.523 -0.919  0.0002
O -0.482 8.138 -0.240  0.0018
C -1.318 6.005 -0.815  0.0094
C -2.056 5.177 -1.642  -0.0096
C -1.988 3.812 -1.454  0.0293
N -1.238 3.260 -0.496  -0.1030
C -0.527 4.057 0.309  0.0350
C -0.545 5.432 0.174  -0.0086
H -2.115 9.111 -1.845  -0.0001
H -2.835 7.607 -2.293  0.0000
H -2.676 5.549 -2.447  -0.0010
H -2.545 3.136 -2.090  0.0046
H 0.071 3.577 1.071  0.0003
H 0.043 6.062 0.826  -0.0002
O -0.781 -0.963 -0.249  -0.0233
S 0.234 -1.697 -1.125  -0.0007
C 1.758 -1.795 -0.181  0.0293
C 2.835 -2.469 -0.994  -0.0101
C 3.594 -3.477 -0.404  0.0007
C 4.604 -4.108 -1.115  0.0000
C 4.857 -3.749 -2.433  0.0003
C 4.101 -2.749 -3.032  0.0028
C 3.097 -2.109 -2.316  0.0098
C -0.222 -3.437 -1.074  0.0050
C -0.057 -4.125 0.252  -0.0039
C 0.826 -5.193 0.357  -0.0006
C 1.021 -5.831 1.576  0.0001
C 0.343 -5.394 2.705  -0.0001
C -0.538 -4.323 2.609  0.0008
C -0.741 -3.695 1.389  0.0003
H 1.538 -2.343 0.738  0.0004
H 1.998 -0.768 0.088  -0.0238
H 3.396 -3.761 0.624  -0.0001
H 5.194 -4.882 -0.639  0.0000
H 5.639 -4.247 -2.991  0.0001
H 4.295 -2.461 -4.058  0.0003
H 2.517 -1.322 -2.794  0.0005
H 0.415 -3.887 -1.840  0.0013
H -1.248 -3.442 -1.447  -0.0003
H 1.367 -5.529 -0.521  0.0000
H 1.706 -6.668 1.642  0.0000
H 0.502 -5.886 3.657  0.0000
H -1.063 -3.975 3.491  0.0000
H -1.409 -2.849 1.312  0.0034


Entry 6:
This record from the Open Molecules 2025 dataset describes C2H3Br2NO in the gas phase at a distorted geometry. The level of theory is wB97M-V/def2-TZVPD.

Values from the calculation:
**SMILES**: O=NCC(Br)Br
**LUMO level**: -0.0239 hartree
**E_HOMO**: -9.5 eV
**F_max**: 4.3 eV/A
**Orbital gap**: 8.86 eV
**Total energy**: -145741.5215 eV

Each line ends with the natural charge from an NBO analysis.
Positions of all 9 atoms, in Å:
C -0.386 0.379 0.904  -0.3298
C 0.359 0.997 -0.494  -0.3290
N -1.712 0.115 0.295  0.1327
O -2.158 -0.998 0.242  -0.2541
Br 0.123 3.038 -0.212  -0.0005
Br 2.267 0.580 -0.616  0.0810
H 0.136 -0.376 1.338  0.2042
H -0.504 1.202 1.692  0.2439
H -0.180 0.650 -1.457  0.2517